100
Properties=species:S:1:pos:R:3:lowdin_charge:R:1 method="wB97M-V/def2-TZVPD" e_tot_ha=-4619.6505 e_homo_ev=-2.0 charge=-2
Rb -2.061 0.539 0.542 0.69
C -6.937 2.880 -1.981 -0.07
C -6.074 1.813 -1.798 -0.04
C -4.920 1.983 -1.046 -0.01
C -4.630 3.220 -0.491 -0.24
C -5.494 4.297 -0.675 -0.04
C -6.646 4.121 -1.419 -0.09
N -3.417 3.305 0.271 0.08
N -3.094 4.466 0.584 0.08
C -1.880 4.585 1.330 -0.31
C -1.781 5.739 2.105 -0.02
C -0.615 5.965 2.805 -0.08
C 0.419 5.046 2.686 -0.06
C 0.216 3.934 1.886 -0.16
N -0.908 3.693 1.221 0.13
H -7.842 2.746 -2.559 0.10
H -6.292 0.846 -2.232 0.09
H -4.237 1.159 -0.922 0.06
H -5.252 5.252 -0.229 0.10
H -7.325 4.953 -1.562 0.09
H -2.619 6.421 2.141 0.11
H -0.508 6.845 3.427 0.10
H 1.359 5.182 3.204 0.10
H 0.989 3.176 1.799 0.09
C 10.406 -7.175 -2.033 -0.10
O 10.194 -6.249 -0.991 -0.09
C 8.969 -5.645 -0.918 -0.28
C 8.808 -4.721 0.115 0.00
C 7.611 -4.061 0.276 -0.02
C 6.538 -4.302 -0.586 -0.15
C 6.709 -5.223 -1.608 -0.03
C 7.913 -5.898 -1.784 -0.02
C 5.283 -3.578 -0.373 -0.28
N 5.064 -2.739 0.610 0.18
C 3.773 -2.301 0.427 -0.17
C 3.214 -2.884 -0.681 -0.13
N 4.191 -3.705 -1.191 0.18
C 1.874 -2.642 -1.119 -0.09
C 1.275 -3.220 -2.246 -0.02
C -0.025 -2.906 -2.544 -0.02
C -0.718 -2.025 -1.699 -0.12
N -0.164 -1.477 -0.639 0.10
C 1.111 -1.753 -0.345 -0.14
C 1.702 -1.085 0.828 -0.13
N 0.942 -0.200 1.491 0.12
C 1.436 0.385 2.560 -0.13
C 2.733 0.154 3.035 -0.05
C 3.535 -0.725 2.352 -0.01
C 3.022 -1.369 1.221 -0.09
H 11.431 -7.522 -1.926 0.09
H 10.284 -6.707 -3.014 0.09
H 9.726 -8.029 -1.953 0.09
H 9.641 -4.538 0.779 0.12
H 7.476 -3.344 1.072 0.11
H 5.901 -5.444 -2.294 0.10
H 8.004 -6.609 -2.591 0.10
H 4.123 -4.264 -2.021 0.14
H 1.836 -3.903 -2.874 0.10
H -0.524 -3.324 -3.407 0.11
H -1.749 -1.764 -1.899 0.07
H 0.767 1.063 3.082 0.09
H 3.082 0.662 3.924 0.10
H 4.548 -0.941 2.665 0.11
O -0.504 3.007 -5.804 0.08
C 0.383 3.515 -4.994 -0.54
O 1.236 4.311 -5.350 0.03
C 0.325 3.081 -3.568 -0.06
C 1.190 3.557 -2.611 -0.03
N 0.860 2.948 -1.459 -0.01
N -0.171 2.105 -1.591 0.09
C -0.514 2.168 -2.867 -0.13
C -1.677 1.327 -3.357 -0.58
O -1.945 1.445 -4.591 0.00
O -2.249 0.611 -2.536 -0.05
H -1.154 2.341 -5.289 0.03
H 1.991 4.269 -2.693 0.12
H 1.245 3.101 -0.542 0.12
C -5.515 -0.858 2.713 -0.40
S -6.456 -2.362 2.342 0.76
C -6.577 -2.276 0.598 -1.04
C -5.557 -2.438 -0.295 -1.20
S -3.898 -2.739 -0.030 0.44
S -6.095 -2.235 -1.969 0.86
C -7.776 -1.980 -1.717 -1.55
S -8.862 -1.626 -2.935 0.38
S -8.150 -1.888 -0.054 0.86
H -5.432 -0.783 3.794 0.03
H -6.034 0.017 2.328 0.04
H -4.513 -0.920 2.307 -0.02
C -3.041 2.810 4.147 -0.08
C -2.211 1.582 3.711 -0.73
C -1.424 1.057 4.934 -0.09
O -2.948 0.632 3.112 -0.40
H -2.414 3.638 4.501 0.06
H -3.727 2.521 4.948 0.06
H -3.639 3.154 3.301 0.05
H -1.424 2.008 3.024 0.07
H -2.112 0.854 5.760 0.06
H -0.664 1.767 5.284 0.05
H -0.941 0.118 4.662 0.06